1 | DFT (ωB97M-V/def2-TZVPD) results for the ion C3H6N3 with charge +1.

Values from the calculation:
- HOMO: -14.92 eV
- SMILES: C1[NH2+]CC12N=N2

ORCA input file:
```
! wB97M-V def2-TZVPD RIJCOSX def2/J DEFGRID3
* xyz 1 1
C 0.4728 1.0476 0.1005
N -0.5587 -0.0017 -0.0818
C 0.4963 -1.0673 0.0635
C 1.5536 -0.0211 -0.0141
N 2.7898 0.0102 -0.6495
N 2.8516 0.0095 0.5682
H 0.3241 1.5929 0.9631
H 0.5736 1.9238 -0.6345
H -1.4036 -0.1420 0.6581
H -1.1163 -0.0249 -1.0433
H 0.4559 -1.8781 -0.7091
H 0.3183 -1.2090 1.1135
*
```

2 | DFT (ωB97M-V/def2-TZVPD) results for the ion C3H6N3 with charge +1.

Values from the calculation:
- HOMO: -12.56 eV

ORCA input file:
```
! wB97M-V def2-TZVPD RIJCOSX def2/J DEFGRID3
* xyz 1 1
C 0.9736 -1.0970 -0.1447
C 0.9648 1.2707 0.3995
C -1.4311 -0.2818 -0.1074
N 1.5478 0.1765 0.0187
N -0.4973 -0.9788 -0.2552
N -2.4981 0.4261 -0.0315
H 1.0836 -1.8414 0.7555
H 1.3822 -1.6472 -1.0002
H 1.4887 2.1249 0.8047
H 2.4748 0.0969 -0.2678
H -2.8117 0.8891 0.8363
H -2.6775 0.8621 -1.0077
*
```

Most stable structure: 2

1 | DFT (ωB97M-V/def2-TZVPD) results for an isolated molecule of C3H6N2O.

Values from the calculation:
- HOMO: -8.31 eV
- SMILES: C=NNCC=O

ORCA input file:
```
! wB97M-V def2-TZVPD RIJCOSX def2/J DEFGRID3
* xyz 0 1
C 2.1031 0.6575 0.9840
N 0.8392 0.4170 1.3202
N 0.0457 -0.2444 0.5980
C 0.2303 -0.2523 -0.9104
C -1.2485 -0.3625 -1.2986
O -2.1372 -0.2168 -0.4729
H 2.6763 1.3525 1.7359
H 2.7104 0.1919 0.1691
H -1.0313 -0.2068 0.7941
H 0.7390 0.7005 -1.1970
H 0.7895 -1.0837 -1.4009
H -1.4903 -0.6848 -2.3952
*
```

2 | DFT (ωB97M-V/def2-TZVPD) results for an isolated molecule of C3H6N2O.

Values from the calculation:
- HOMO: -8.28 eV
- SMILES: C=CN/C=N\O

ORCA input file:
```
! wB97M-V def2-TZVPD RIJCOSX def2/J DEFGRID3
* xyz 0 1
C 0.6078 -2.1780 -1.6030
C -0.2576 -1.3198 -1.0744
N 0.0305 -0.3243 -0.1681
C -0.8642 0.6099 0.2772
N -0.5937 1.5873 1.0632
O 0.7871 1.5291 1.4011
H 1.6845 -2.1374 -1.3751
H 0.3001 -2.9358 -2.3112
H -1.3092 -1.3826 -1.2958
H 1.0083 -0.1389 0.0706
H -1.8738 0.5152 -0.0845
H 0.9201 2.3331 1.9229
*
```

Most stable structure: 2

1 | DFT (ωB97M-V/def2-TZVPD) results for a cluster of 2 separate species, C3H6N2O in total.

Values from the calculation:
- HOMO (spin up / spin down): -8.76 / -8.76 eV

ORCA input file:
```
! wB97M-V def2-TZVPD RIJCOSX def2/J DEFGRID3
* xyz 0 1
N 2.3351 0.1454 -0.4695
C 1.0983 0.1462 0.1274
O 1.0040 0.0154 1.4017
N 0.0579 0.2570 -0.6653
C -2.0013 -0.7464 -0.0940
C -1.1627 0.3157 0.0453
H 2.3388 0.5180 -1.4040
H 3.1136 0.4040 0.1067
H -3.0687 -0.6216 -0.2094
H -1.5732 -1.7343 -0.2239
H -1.6324 1.3024 0.0852
H -0.5092 -0.0019 1.2998
*
```

2 | DFT (ωB97M-V/def2-TZVPD) results for an isolated molecule of C3H6N2O.

Values from the calculation:
- HOMO: -10.61 eV
- SMILES: N#C[C@H](O)CN

ORCA input file:
```
! wB97M-V def2-TZVPD RIJCOSX def2/J DEFGRID3
* xyz 0 1
N -2.5550 0.0151 1.8383
C -1.4920 0.2484 1.4470
C -0.1381 0.4633 0.8898
O -0.0721 1.7087 0.2674
C 0.1551 -0.7047 -0.1216
N 0.8201 -0.1739 -1.3045
H 0.5736 0.4125 1.7279
H 0.4023 1.5233 -0.5719
H -0.7908 -1.1743 -0.4023
H 0.7602 -1.4647 0.3821
H 1.7638 -0.5222 -1.4142
H 0.3044 -0.3856 -2.1491
*
```

Most stable structure: 2

1 | DFT (ωB97M-V/def2-TZVPD) results for the ion C8H12NO3 with charge -1.

Values from the calculation:
- HOMO: -2.63 eV
- SMILES: CC[C@@H](C)[N-]OC(=O)C(C)=C=O

ORCA input file:
```
! wB97M-V def2-TZVPD RIJCOSX def2/J DEFGRID3
* xyz -1 1
C 2.9561 -0.1440 1.5693
C 2.5894 -0.4157 0.0735
C 1.4371 0.5679 -0.3224
C 1.3704 0.6638 -1.8822
N 0.2003 0.3558 0.4529
O -0.3586 -0.9421 0.2433
C -1.6872 -1.1316 0.0844
O -2.2025 -2.2654 0.0476
C -2.6232 0.0221 0.2001
C -4.0866 -0.3823 0.2380
C -2.3248 1.2643 -0.0330
O -2.2862 2.3883 -0.3314
H 2.0878 0.3207 1.9900
H 3.0887 -1.1388 1.9573
H 3.8871 0.3817 1.7414
H 3.5279 -0.4167 -0.5147
H 2.1495 -1.4446 0.0864
H 1.6298 1.6155 0.0505
H 0.7230 1.4754 -2.0762
H 2.3349 0.8647 -2.2411
H 0.7719 -0.1710 -2.3391
H -4.6918 0.0646 -0.4545
H -4.3501 -0.0995 1.2826
H -4.1430 -1.4331 0.1773
*
```

2 | DFT (ωB97M-V/def2-TZVPD) results for a cluster of 2 separate species, C8H12NO3 in total.

Values from the calculation:
- HOMO: -4.23 eV

ORCA input file:
```
! wB97M-V def2-TZVPD RIJCOSX def2/J DEFGRID3
* xyz -1 1
C -1.0105 1.9827 0.5633
C -2.2308 -0.8140 0.2373
C 0.4397 -0.5380 0.4375
C -0.8612 -0.0249 -0.0710
C 0.2276 -0.3632 -1.0444
C 0.9432 0.7472 -1.7662
C 0.1360 -1.6368 -1.8539
C 1.3244 -0.2256 2.6025
N -0.9434 2.8866 -0.3200
O -2.0102 -2.0164 0.2920
O -3.2468 -0.1483 0.2043
O 1.4548 0.1811 1.3088
H -1.3361 2.1231 1.6693
H 0.3332 -1.6069 0.7095
H 0.6113 1.7935 -1.5444
H 0.9768 0.4332 -2.7656
H 1.9240 0.7045 -1.2932
H -0.0289 -1.5977 -2.9432
H -0.6150 -2.3169 -1.5704
H 0.9901 -2.2586 -1.6308
H 1.4001 -1.3914 2.5766
H 0.4200 0.1089 3.1462
H 2.2561 0.1425 3.0993
H -1.1541 3.8352 -0.0434
*
```

Most stable structure: 1

1 | DFT (ωB97M-V/def2-TZVPD) results for an isolated molecule of C5H8N2.

Values from the calculation:
- HOMO: -8.53 eV
- SMILES: CC=C=N/C=N/C

ORCA input file:
```
! wB97M-V def2-TZVPD RIJCOSX def2/J DEFGRID3
* xyz 0 1
C -0.2241 1.7689 -2.5249
C 0.3346 0.5476 -1.8294
C -0.4456 0.1418 -0.8768
N -1.2978 -0.1371 -0.0349
C -0.7958 -0.4547 1.2310
N 0.3648 -0.9548 1.2932
C 0.8150 -1.5130 2.5358
H -1.2381 1.5343 -2.8722
H -0.2928 2.6407 -1.8681
H 0.3965 1.9989 -3.3844
H 1.0892 -0.1101 -2.2493
H -1.5123 -0.3718 2.0514
H 1.6476 -0.9182 2.9223
H 0.0228 -1.5801 3.2946
H 1.1954 -2.5185 2.3260
*
```

2 | DFT (ωB97M-V/def2-TZVPD) results for an isolated molecule of C5H8N2.

Values from the calculation:
- HOMO: -8.87 eV
- SMILES: Cc1cn(C)cn1

ORCA input file:
```
! wB97M-V def2-TZVPD RIJCOSX def2/J DEFGRID3
* xyz 0 1
C 2.4259 0.3464 -0.1779
C 1.0074 -0.0628 -0.0002
C 0.0055 -0.0904 -0.9037
N -1.1015 -0.6835 -0.2788
C -2.1507 0.3197 -0.0678
C -0.6420 -0.9874 0.9934
N 0.5654 -0.5918 1.2257
H 2.7416 0.9390 0.6821
H 3.0584 -0.5462 -0.2226
H 2.5811 0.9257 -1.0942
H -0.0531 0.3010 -1.9142
H -2.5555 0.5609 -1.0761
H -2.9659 -0.1172 0.5237
H -1.5624 1.0551 0.5840
H -1.3542 -1.3685 1.7265
*
```

Most stable structure: 2

1 | DFT (ωB97M-V/def2-TZVPD) results for an isolated molecule of C5H8N2.

Values from the calculation:
- HOMO: -8.93 eV
- SMILES: Cc1ccn(C)n1

ORCA input file:
```
! wB97M-V def2-TZVPD RIJCOSX def2/J DEFGRID3
* xyz 0 1
C 2.0511 -0.1996 1.4490
C 0.8571 -0.2884 0.5486
C 0.2479 -1.4392 -0.0026
C -0.8239 -0.9580 -0.7190
N -0.8135 0.3864 -0.5774
C -1.7665 1.3434 -1.0934
N 0.2041 0.8101 0.1885
H 2.8465 -0.8753 1.1185
H 1.7951 -0.4654 2.4820
H 2.4374 0.8231 1.4491
H 0.5490 -2.4706 0.1167
H -1.5766 -1.4558 -1.3171
H -1.7680 1.3519 -2.1873
H -1.4656 2.3224 -0.7210
H -2.7741 1.1150 -0.7346
*
```

2 | DFT (ωB97M-V/def2-TZVPD) results for a structure of composition C5H8N2.

Values from the calculation:
- HOMO (spin up / spin down): -6.56 / -6.56 eV

ORCA input file:
```
! wB97M-V def2-TZVPD RIJCOSX def2/J DEFGRID3
* xyz 0 1
C -2.4836 -0.4698 -0.0204
N -1.2682 0.3642 0.0864
C -0.1093 -0.0751 -0.5456
C 1.2089 0.2625 0.0643
C 2.4307 -0.5844 0.2324
C 0.8124 1.4834 0.1466
N -1.2883 1.4561 0.6865
H -2.9549 -0.2479 -0.9826
H -3.1516 -0.1649 0.7837
H -2.2552 -1.5356 0.0365
H -0.1969 -0.6204 -1.4825
H 3.3360 -0.0170 -0.0041
H 2.3835 -1.4630 -0.4176
H 2.5109 -0.9398 1.2661
H 1.0260 2.5395 0.1378
*
```

3 | DFT (ωB97M-V/def2-TZVPD) results for an isolated molecule of C5H8N2.

Values from the calculation:
- HOMO: -7.52 eV

ORCA input file:
```
! wB97M-V def2-TZVPD RIJCOSX def2/J DEFGRID3
* xyz 0 1
C -2.3369 -0.5515 0.0324
N -1.2675 0.4299 0.3591
C -0.1121 0.4317 -0.6178
C 1.2780 0.2650 -0.1348
C 2.3088 -0.7035 0.3056
C 0.8919 1.4802 -0.3742
N -1.3289 1.2075 1.2871
H -2.7849 -0.3002 -0.9347
H -3.0792 -0.4722 0.8257
H -1.9194 -1.5621 -0.0183
H -0.4379 0.1023 -1.6101
H 3.2813 -0.2110 0.3953
H 2.3981 -1.5271 -0.4106
H 2.0493 -1.1337 1.2784
H 1.0594 2.5447 -0.3833
*
```

Most stable structure: 1